Record 1
The following is a DFT calculation (the ωB97M-V functional and the def2-TZVPD basis) of 2 unconnected molecules or ions with the total composition C21H21F4 at a distorted geometry.

Calculated values
DFT total energy: -1211.956437 a.u.
HOMO: -10.8 eV
total charge: +1
multiplicity: 1
relative energy (zero: lowest compared OMol25 entry of this formula, charge and spin): 0.0 kcal per mole
LUMO energy: -6.457 eV

Positions of all 46 atoms, in Å:
C -1.298 -1.307 2.033
C -0.526 -0.028 2.039
C -1.297 1.251 2.039
C 0.814 -0.028 2.031
C 1.586 1.252 2.026
C 1.586 -1.307 2.017
H -2.374 -1.127 2.043
H -1.076 -1.897 1.142
H -1.062 -1.916 2.907
H -2.374 1.072 2.039
H -1.067 1.853 2.919
H -1.070 1.849 1.155
H 2.662 1.072 2.026
H 1.357 1.847 1.141
H 1.358 1.855 2.906
H 2.662 -1.126 2.016
H 1.360 -1.915 2.894
H 1.355 -1.897 1.130
F 1.610 -4.980 9.423
C 0.631 -5.014 8.489
C 0.003 -6.207 8.179
C -1.007 -6.250 7.235
F -1.584 -7.433 6.913
C -1.403 -5.087 6.608
C -0.794 -3.855 6.906
C -1.281 -2.641 6.324
C -0.714 -1.397 6.510
C -1.315 -0.201 6.173
C -0.753 1.082 6.468
C -1.561 2.227 6.566
C -1.037 3.437 6.965
F -1.841 4.511 7.137
C 0.315 3.549 7.233
C 1.144 2.450 7.111
F 2.469 2.563 7.362
C 0.614 1.236 6.738
C 0.248 -3.859 7.847
H 0.297 -7.105 8.690
H -2.190 -5.145 5.879
H -2.207 -2.695 5.778
H 0.229 -1.350 7.021
H -2.308 -0.231 5.763
H -2.619 2.171 6.384
H 0.726 4.488 7.559
H 1.284 0.404 6.634
H 0.751 -2.953 8.124


Record 2
The following is a DFT calculation (the ωB97M-V functional and the def2-TZVPD basis) of 7 unconnected molecules or ions with the total composition C21H21F7O21 at a distorted geometry.

Calculated values
DFT total energy: -3092.029509 a.u.
HOMO: -11.2 eV
SMILES: O=C1OC[C@@H](F)O1.O=C1OC[C@@H](F)O1.O=C1OC[C@@H](F)O1.O=C1OC[C@@H](F)O1.O=C1OC[C@@H](F)O1.O=C1OC[C@@H](F)O1.O=C1OC[C@@H](F)O1
multiplicity: 1
relative energy (zero: lowest compared OMol25 entry of this formula, charge and spin): 17.9 kcal per mole
LUMO energy: -0.110 eV

Positions of all 70 atoms, in Å:
C 7.046 -0.522 -1.525
C 6.181 0.325 -0.616
O 6.994 0.619 0.477
C 8.154 -0.097 0.402
O 9.050 -0.042 1.155
O 8.089 -0.945 -0.639
F 5.094 -0.445 -0.260
H 7.455 0.007 -2.389
H 6.596 -1.434 -1.906
H 5.770 1.259 -0.986
C -2.452 -2.968 -2.804
C -3.362 -2.329 -1.731
O -3.551 -1.033 -2.274
C -3.268 -1.009 -3.613
O -3.507 -0.091 -4.317
O -2.717 -2.188 -3.968
F -2.670 -2.149 -0.571
H -2.648 -4.011 -3.048
H -1.394 -2.927 -2.531
H -4.313 -2.856 -1.673
C -0.964 0.924 0.093
C -1.556 2.250 0.571
O -0.659 3.192 0.018
C 0.505 2.577 -0.334
O 1.432 3.147 -0.789
O 0.431 1.254 -0.041
F -1.587 2.421 1.932
H -1.479 0.614 -0.815
H -1.033 0.143 0.848
H -2.564 2.346 0.172
C -6.964 -0.519 1.908
C -5.971 -1.660 1.686
O -5.004 -1.059 0.857
C -5.190 0.304 0.869
O -4.556 1.084 0.255
O -6.154 0.628 1.746
F -6.612 -2.703 1.085
H -7.431 -0.490 2.890
H -7.804 -0.525 1.210
H -5.558 -2.045 2.615
C -1.170 -1.639 4.289
C -2.477 -2.120 3.668
O -2.017 -2.691 2.457
C -0.750 -3.162 2.681
O -0.197 -3.955 2.007
O -0.274 -2.663 3.842
F -3.370 -1.117 3.390
H -1.163 -1.547 5.369
H -0.930 -0.661 3.856
H -2.944 -2.850 4.336
C 2.349 -3.046 -1.120
C 2.578 -3.634 0.273
O 3.982 -3.687 0.369
C 4.558 -3.488 -0.840
O 5.717 -3.555 -1.058
O 3.620 -3.192 -1.763
F 2.070 -4.888 0.356
H 2.063 -2.000 -1.108
H 1.615 -3.630 -1.672
H 2.236 -3.031 1.109
C 2.000 6.156 -1.154
C 0.519 6.388 -0.925
O 0.187 7.285 -1.942
C 1.307 7.855 -2.470
O 1.302 8.738 -3.247
O 2.409 7.251 -1.981
F 0.303 7.030 0.292
H 2.131 5.276 -1.785
H 2.581 6.056 -0.243
H -0.061 5.472 -0.946


Record 3
The following is a DFT calculation (the ωB97M-V functional and the def2-TZVPD basis) of a single C21H21FN2O4 molecule.

Calculated values
DFT total energy: -1323.211381 a.u.
HOMO: -8.2 eV
SMILES: CCOc1ccc2[nH]c(=O)c(CN(CCO)C(=O)c3ccccc3F)cc2c1
multiplicity: 1
relative energy (zero: lowest compared OMol25 entry of this formula, charge and spin): 26.1 kcal per mole
LUMO energy: -0.042 eV

Positions of all 49 atoms, in Å:
C -3.912 4.774 -2.102
C -2.511 5.358 -2.263
O -1.557 4.717 -1.439
C -1.099 3.478 -1.759
C -0.277 2.880 -0.815
C 0.262 1.613 -1.029
C -0.029 0.934 -2.227
C -0.846 1.543 -3.177
C -1.376 2.794 -2.949
H -2.003 3.234 -3.708
H -1.067 1.026 -4.100
N 0.503 -0.312 -2.426
C 1.281 -1.009 -1.531
O 1.727 -2.104 -1.826
C 1.509 -0.323 -0.258
C 1.059 0.934 -0.058
H 1.263 1.444 0.874
C 2.256 -1.104 0.790
N 1.677 -2.414 1.015
C 0.389 -2.618 1.354
O -0.059 -3.722 1.616
C -0.514 -1.418 1.336
C -1.457 -1.303 0.321
C -2.323 -0.226 0.280
C -2.283 0.738 1.274
C -1.379 0.623 2.315
C -0.509 -0.452 2.332
F 0.388 -0.535 3.337
H -1.336 1.351 3.109
H -2.958 1.579 1.243
H -3.035 -0.140 -0.526
H -1.491 -2.066 -0.442
C 2.524 -3.582 0.873
H 1.865 -4.425 0.645
H 3.201 -3.431 0.030
C 3.299 -3.887 2.158
O 2.460 -3.994 3.277
H 1.614 -4.368 2.995
H 4.010 -3.085 2.385
H 3.866 -4.819 2.007
H 2.293 -0.534 1.725
H 3.282 -1.265 0.449
H 0.321 -0.781 -3.306
H -0.064 3.411 0.099
H -2.502 6.397 -1.924
H -2.196 5.338 -3.314
H -4.219 4.838 -1.062
H -3.938 3.730 -2.404
H -4.614 5.336 -2.712


Record 4
The following is a DFT calculation (the ωB97M-V functional and the def2-TZVPD basis) of a molecular structure, C21H21HgIN5S.

Calculated values
DFT total energy: -1935.831485 a.u.
HOMO (spin up / spin down): -5.3 / -7.2 eV
multiplicity: 2
relative energy (zero: lowest compared OMol25 entry of this formula, charge and spin): 20.1 kcal per mole
LUMO energy (spin up / spin down): -0.029 / -0.030 eV

Positions of all 50 atoms, in Å:
Hg -0.405 -1.285 -0.095
C 4.590 -1.661 -3.300
C 3.224 -1.838 -3.489
C 2.350 -1.753 -2.415
C 2.817 -1.485 -1.122
C 4.195 -1.302 -0.937
C 5.063 -1.393 -2.020
N 1.885 -1.420 -0.081
N 2.349 -1.192 1.123
C 1.406 -1.115 2.143
C 1.907 -1.055 3.461
C 1.047 -1.006 4.543
C -0.340 -1.021 4.353
C -0.845 -1.076 3.060
C 0.014 -1.088 1.965
H 5.274 -1.734 -4.138
H 2.838 -2.041 -4.481
H 1.288 -1.889 -2.558
H 4.555 -1.095 0.060
H 6.127 -1.249 -1.861
H 2.984 -1.083 3.596
H 1.451 -0.969 5.551
H -1.014 -0.993 5.206
H -1.918 -1.099 2.919
C -0.214 4.201 -2.182
N 0.013 3.521 -0.922
C 0.142 4.292 0.320
C 0.113 3.210 1.407
N -0.332 2.035 0.656
C -0.296 2.230 -0.674
S -0.600 1.033 -1.818
H -1.111 4.823 -2.126
H -0.350 3.457 -2.962
H 0.642 4.827 -2.430
H -0.685 4.999 0.409
H 1.075 4.853 0.323
H -0.584 3.446 2.202
H 1.096 3.046 1.840
H -0.259 1.097 1.031
I -2.252 -4.296 -0.139
C -3.543 -2.692 -0.436
C -4.910 -2.863 -0.251
C -5.724 -1.766 -0.452
C -5.155 -0.573 -0.849
C -3.781 -0.510 -1.018
N -2.974 -1.559 -0.803
H -5.315 -3.822 0.044
H -6.794 -1.847 -0.299
H -5.760 0.305 -1.022
H -3.282 0.397 -1.333